(1)
The following is a DFT calculation (the ωB97M-V functional and the def2-TZVPD basis) of C40H26Cl3IrN5O11S2 as an isolated structure.

Geometry as XYZ:
```
88
Properties=species:S:1:pos:R:3
Ir -0.17491 0.20309 0.31485
O -3.96032 -0.22847 1.34470
C -3.12696 0.05834 0.50956
O -2.08818 0.83638 0.75902
C -3.25508 -0.41105 -0.91710
C -4.48721 -0.89165 -1.29903
C -4.69616 -1.34438 -2.59099
C -3.67782 -1.35825 -3.50976
C -2.44534 -0.87065 -3.14912
C -2.17665 -0.35363 -1.85246
O -1.00091 0.10870 -1.56451
N -1.41472 -0.92525 -4.21228
O -0.46898 -0.17243 -4.15921
O -1.59297 -1.72133 -5.12103
N -6.02567 -1.81666 -3.00367
O -6.16779 -2.20129 -4.14994
O -6.91591 -1.80313 -2.17791
H -5.28443 -0.91521 -0.56845
H -3.83499 -1.73588 -4.50665
O -0.78391 -5.86350 2.86955
S -0.02271 -4.68311 3.16606
O 1.16905 -4.82121 3.96077
N 0.31178 -3.84995 1.81276
C -0.21967 -2.65507 1.83913
O 0.04494 -1.82790 0.89102
C -1.05718 -2.35246 3.05060
C -1.77673 -1.22277 3.39608
C -2.49167 -1.23710 4.58879
C -2.48454 -2.35545 5.41684
C -1.75709 -3.49013 5.07386
C -1.05486 -3.45289 3.88899
H -1.82482 -0.35041 2.75799
H -3.07661 -0.36717 4.86202
H -3.06143 -2.34777 6.33393
H -1.74579 -4.37063 5.70463
Cl 10.48510 -5.42614 -2.22211
C 9.09731 -4.44886 -1.83226
C 9.13235 -3.08721 -2.05678
C 8.01453 -2.33624 -1.72641
C 6.86307 -2.90310 -1.18823
C 5.71364 -1.97187 -0.85992
C 4.50652 -2.17187 -1.77246
N 3.46911 -1.16213 -1.57253
C 3.49056 0.13570 -2.04997
C 2.38559 0.74043 -1.54747
N 1.68238 -0.17637 -0.79165
C 2.36714 -1.30383 -0.80838
O 5.28063 -2.07810 0.47417
C 6.16620 -1.42683 1.39346
C 6.30319 0.03596 1.11864
C 7.46468 0.65190 0.85861
Cl 9.03288 -0.06823 0.77568
S 7.23755 2.31610 0.60739
C 5.55235 2.22914 0.81451
C 5.18691 0.97591 1.06891
C 6.87078 -4.28150 -0.97650
Cl 5.51100 -5.12629 -0.29978
C 7.97618 -5.05420 -1.29429
H 10.01776 -2.62326 -2.47135
H 8.03738 -1.26164 -1.88057
H 6.08038 -0.95410 -1.02803
H 4.05462 -3.14371 -1.58984
H 4.84035 -2.12733 -2.80710
H 4.27634 0.49709 -2.69556
H 2.02298 1.74462 -1.70297
H 2.07972 -2.21792 -0.30285
H 7.14815 -1.90283 1.37473
H 5.72529 -1.59094 2.37346
H 4.92655 3.11141 0.74741
H 4.15629 0.69132 1.22638
H 7.95654 -6.12167 -1.12055
C 2.49364 0.76152 5.34472
C 2.20646 -0.28358 4.45797
C 1.63716 -0.00771 3.22850
C 1.31908 1.31308 2.82766
C 0.70706 1.63223 1.55774
C 0.48577 2.98111 1.23289
C 0.83821 4.01009 2.10380
C 1.40026 3.71535 3.33960
C 1.64472 2.36883 3.72390
C 2.22204 2.06386 4.97911
H 2.92846 0.54376 6.31331
H 2.41515 -1.31070 4.73879
H 1.43396 -0.81898 2.54468
H 0.01510 3.24566 0.28852
H 0.65227 5.03930 1.81587
H 1.66019 4.51023 4.03164
H 2.44690 2.88291 5.65655
```

Net charge: -1
E_HOMO (spin up / spin down) (eV): -3.7 / -5.7
Expectation value of S²: 6.029
Frontier orbital gap (spin up / spin down) (eV): 5.27 / 4.19
2S+1: 5

Löwdin atomic charge list, values in e, 6 entries: atom 1 (Ir): 1.4985, atom 2 (O): 0.0788, atom 3 (C): -0.5699, atom 4 (O): -0.2151, atom 5 (C): -0.0410, atom 6 (C): 0.0713



(2)
The following is a DFT calculation (the ωB97M-V functional and the def2-TZVPD basis) of C40H26F5N3O5PS2Sn as an isolated structure.

Geometry as XYZ:
```
83
Properties=species:S:1:pos:R:3
Sn -0.25245 0.41083 -0.34814
C 4.64204 6.39613 0.48693
O 5.85710 5.65411 0.62198
C 5.84019 4.55397 1.37949
C 7.05159 3.85748 1.48197
C 7.12851 2.71794 2.23949
C 5.98214 2.21764 2.87139
C 4.78295 2.93594 2.80155
C 4.70828 4.10039 2.06584
N 6.11476 1.02741 3.57989
N 5.14649 0.34002 3.93176
C 3.98572 0.09852 3.31530
C 2.89976 -0.32033 4.13569
C 1.62909 -0.39638 3.66188
C 1.33924 -0.08340 2.30050
O 0.18225 -0.14227 1.82604
C 2.46375 0.27223 1.42655
N 2.14665 0.52726 0.15319
C 3.10369 0.69180 -0.74121
C 4.45183 0.59592 -0.39049
C 4.78746 0.39139 0.92564
C 3.77372 0.26344 1.88506
H 4.86425 7.21144 -0.18976
H 4.32337 6.79808 1.44887
H 3.85156 5.77531 0.06420
H 7.91639 4.24820 0.95964
H 8.06325 2.17904 2.34721
H 3.91676 2.59627 3.35777
H 3.78283 4.65939 2.03939
H 3.11444 -0.51568 5.18026
H 0.80114 -0.66913 4.30249
H 2.79950 0.87325 -1.76512
H 5.21280 0.67602 -1.15515
H 5.82598 0.29740 1.21202
O 1.84418 -1.72021 -3.26837
S 0.70135 -1.58649 -2.41910
O 0.96650 -1.72208 -0.96584
O -0.07019 -0.31971 -2.58333
C -0.49983 -2.83281 -2.72510
C -0.45399 -3.58845 -3.88223
C -1.45660 -4.51775 -4.11306
C -2.48808 -4.66842 -3.19830
C -2.53548 -3.89573 -2.04354
C -1.53560 -2.96907 -1.78016
P -1.58870 -1.98110 -0.22741
C -3.36181 -1.77945 0.09856
C -4.11854 -2.65233 0.88069
C -5.48284 -2.44782 1.02420
C -6.09843 -1.37626 0.39027
C -5.35290 -0.50396 -0.39091
C -3.98739 -0.70193 -0.53028
C -0.97325 -3.06906 1.08323
C -0.17747 -4.17564 0.79873
C 0.28472 -4.98062 1.83179
C -0.03901 -4.68037 3.14774
C -0.81834 -3.56647 3.43751
C -1.28082 -2.75801 2.41006
H 0.36137 -3.44448 -4.58326
H -1.43587 -5.12080 -5.01170
H -3.26933 -5.39489 -3.38282
H -3.35751 -4.01869 -1.35051
H -3.64172 -3.48819 1.37854
H -6.06924 -3.13120 1.62635
H -7.16254 -1.21637 0.51046
H -5.83449 0.33179 -0.88477
H -3.40847 -0.02256 -1.13874
H 0.08878 -4.40347 -0.22642
H 0.89534 -5.84700 1.60686
H 0.31288 -5.31820 3.94977
H -1.06989 -3.33258 4.46617
H -1.87867 -1.88258 2.63569
F -4.21558 6.96354 -1.00328
C -3.61696 5.90781 -0.49554
C -2.38406 6.04443 0.12200
F -1.80915 7.23934 0.19045
C -1.76766 4.93953 0.65732
F -0.58991 5.10884 1.23925
C -2.34974 3.66572 0.59866
S -1.58971 2.30930 1.32658
C -3.58794 3.56693 -0.04802
F -4.18324 2.38814 -0.16519
C -4.21851 4.66318 -0.58490
F -5.39458 4.53908 -1.18851
```

Net charge: +1
E_HOMO (spin up / spin down) (eV): -10.5 / -10.1
Frontier orbital gap (spin up / spin down) (eV): 5.69 / 5.19
ΔE to the lowest compared entry with this formula, charge and spin (kcal per mole): 2.2

Löwdin atomic charge list, values in e, 6 entries: atom 1 (Sn): 1.2080, atom 2 (C): -0.0453, atom 3 (O): -0.0462, atom 4 (C): -0.2676, atom 5 (C): 0.0250, atom 6 (C): 0.0016